Record 1
ORCA calculation (ωB97M-V/def2-TZVPD) on C30H26N3O5SW as an isolated structure.

Values from the calculation:
Energy relative to the best compared isomer or geometry (same formula, charge and spin) (kcal/mol): 0.0
E_tot (eV): -58875.2323
Frontier orbital gap (spin up / spin down) (eV): 6.713 / 6.266

ORCA input file:
```
! RIJCOSX wB97M-V def2-TZVPD def2/J DEFGRID3
* xyz 3 3
W 0.732 0.615 0.773
C -3.180 -1.118 1.986
O -2.419 -0.668 3.172
C -1.287 -0.230 2.753
N -1.012 -0.321 1.481
C -2.176 -0.991 0.808
C -1.779 -2.300 0.185
C -1.212 -3.309 0.963
C -0.891 -4.530 0.393
C -1.136 -4.748 -0.960
C -1.700 -3.747 -1.738
C -2.020 -2.521 -1.166
C -0.243 0.275 3.655
C -0.269 0.371 5.034
C 0.907 0.738 5.685
C 2.077 0.942 4.955
C 2.005 0.835 3.580
N 0.858 0.544 2.943
C 3.078 0.848 2.577
N 2.683 0.849 1.337
C 3.810 0.505 0.461
C 4.946 0.267 1.490
O 4.329 0.657 2.796
C 3.308 -0.625 -0.420
C 3.934 -0.934 -1.608
C 3.370 -1.868 -2.477
C 2.158 -2.479 -2.181
C 1.510 -2.187 -0.992
C 2.071 -1.255 -0.115
H -4.044 -0.465 1.904
H -3.487 -2.141 2.180
H -2.564 -0.308 0.051
H -1.044 -3.159 2.026
H -0.468 -5.319 0.999
H -0.903 -5.708 -1.401
H -1.911 -3.926 -2.784
H -2.486 -1.750 -1.770
H -1.175 0.146 5.582
H 0.922 0.828 6.764
H 3.018 1.167 5.441
H 4.041 1.366 -0.169
H 5.812 0.904 1.347
H 5.244 -0.773 1.604
H 4.858 -0.439 -1.882
H 3.882 -2.107 -3.400
H 1.730 -3.198 -2.867
H 0.596 -2.701 -0.727
H 1.698 -1.309 0.939
C -4.223 3.435 -4.663
C -3.115 3.250 -3.678
C -2.680 1.968 -3.314
C -1.643 1.798 -2.425
C -1.027 2.938 -1.893
C -1.430 4.232 -2.240
C -2.476 4.367 -3.126
S 0.254 2.779 -0.795
O 0.986 1.422 -1.052
O 1.102 3.903 -0.702
O -0.251 2.324 0.633
H -4.728 2.499 -4.887
H -3.825 3.843 -5.594
H -4.955 4.152 -4.289
H -3.156 1.104 -3.759
H -1.277 0.807 -2.183
H -0.929 5.099 -1.832
H -2.800 5.360 -3.409
*
```

Record 2
ORCA calculation (ωB97M-V/def2-TZVPD) on C30H26N7O6SW as an isolated structure.

Values from the calculation:
Energy relative to the best compared isomer or geometry (same formula, charge and spin) (kcal/mol): 17.5
E_tot (eV): -66887.6535
Frontier orbital gap (spin up / spin down) (eV): 5.605 / 5.007

ORCA input file:
```
! RIJCOSX wB97M-V def2-TZVPD def2/J DEFGRID3
* xyz 3 3
W 0.247 -0.458 0.493
O 3.581 -0.850 3.017
C 2.462 -0.553 2.442
O 2.280 -0.494 1.222
C 1.325 -0.166 3.315
C 1.326 -0.016 4.689
C 0.171 0.472 5.289
C -0.917 0.828 4.491
C -0.833 0.628 3.127
N 0.259 0.093 2.558
C -1.805 1.033 2.066
O -2.961 1.562 2.298
O -1.432 0.865 0.899
H 4.275 -1.072 2.367
H 2.209 -0.257 5.266
H 0.122 0.608 6.362
H -1.798 1.262 4.946
H -3.198 1.647 3.235
C 0.541 0.621 -3.880
C 0.509 0.584 -2.393
N -0.197 -0.233 -1.695
N -1.059 -1.075 -2.339
C -1.915 -1.839 -1.626
N -2.754 -2.597 -2.307
S -1.890 -1.829 0.059
C 1.229 1.586 -1.559
C 1.936 2.638 -2.095
C 2.450 3.610 -1.236
C 2.231 3.489 0.121
C 1.530 2.389 0.591
N 1.038 1.451 -0.224
H 0.552 -0.391 -4.290
H 1.447 1.098 -4.239
H -0.316 1.177 -4.271
H -1.005 -1.138 -3.346
H -2.784 -2.612 -3.316
H -3.374 -3.227 -1.821
H 2.078 2.726 -3.161
H 3.001 4.450 -1.639
H 2.593 4.225 0.825
H 1.358 2.260 1.651
O 0.395 -2.392 1.627
C 0.886 -2.983 0.601
N 1.109 -4.238 0.310
C 1.503 -4.359 -1.126
C 1.399 -2.863 -1.566
O 1.534 -2.402 -2.668
N 1.149 -2.124 -0.413
C 0.508 -5.270 -1.836
C -0.162 -4.911 -2.999
C -1.019 -5.817 -3.617
C -1.218 -7.076 -3.075
C -0.539 -7.442 -1.919
C 0.326 -6.547 -1.311
C 2.950 -4.813 -1.272
C 3.690 -5.265 -0.188
C 4.984 -5.740 -0.378
C 5.536 -5.758 -1.648
C 4.794 -5.306 -2.732
C 3.504 -4.839 -2.549
H 0.785 -5.007 0.878
H 0.022 -3.954 -3.468
H -1.509 -5.545 -4.543
H -1.876 -7.781 -3.564
H -0.667 -8.433 -1.507
H 0.891 -6.874 -0.444
H 3.278 -5.266 0.814
H 5.551 -6.105 0.467
H 6.539 -6.134 -1.797
H 5.216 -5.332 -3.728
H 2.928 -4.513 -3.406
*
```

Record 3
ORCA calculation (ωB97M-V/def2-TZVPD) on C30H27Cl5N3PRuS2Te as an isolated structure.

Values from the calculation:
Energy relative to the best compared isomer or geometry (same formula, charge and spin) (kcal/mol): 0.0
E_tot (eV): -139456.8343
Frontier orbital gap (spin up / spin down) (eV): 6.299 / 6.095

ORCA input file:
```
! RIJCOSX wB97M-V def2-TZVPD def2/J DEFGRID3
* xyz 1 6
Ru -0.129 -0.287 0.665
S 1.348 -0.357 2.688
C 0.828 1.055 3.588
C 1.258 1.216 4.905
C 0.825 2.283 5.659
C -0.049 3.221 5.109
C -0.477 3.076 3.807
C -0.043 1.998 3.032
S -0.579 1.910 1.366
H 1.924 0.480 5.334
H 1.161 2.387 6.680
H -0.393 4.055 5.702
H -1.158 3.791 3.368
Cl -2.177 -0.739 3.499
C -2.036 -2.116 2.462
C -1.233 -2.027 1.328
C -1.200 -3.147 0.520
Cl -0.226 -3.078 -0.951
C -1.901 -4.319 0.770
Cl -1.817 -5.662 -0.296
C -2.693 -4.373 1.920
Cl -3.585 -5.792 2.279
C -2.762 -3.265 2.769
Cl -3.750 -3.332 4.172
C 4.802 -1.611 -1.644
N 4.727 -1.517 -0.113
C 5.342 -0.167 0.310
N 4.705 0.909 -0.350
C 4.780 0.741 -1.796
N 4.165 -0.502 -2.247
C 2.713 -0.506 -2.047
P 2.248 -0.299 -0.270
C 3.315 -1.660 0.382
C 3.334 1.128 0.119
H 4.333 -2.556 -1.925
H 5.867 -1.626 -1.886
H 5.289 -2.268 0.294
H 6.396 -0.233 0.027
H 5.235 -0.103 1.394
H 5.831 0.740 -2.096
H 4.280 1.582 -2.276
H 2.295 -1.445 -2.428
H 2.270 0.299 -2.639
H 2.938 -2.634 0.054
H 3.338 -1.631 1.475
H 3.320 1.277 1.204
H 2.928 2.032 -0.342
Te -1.025 0.375 -2.095
C -1.899 2.254 -2.418
C -2.541 2.932 -1.388
C -3.155 4.146 -1.654
C -3.124 4.679 -2.934
C -2.478 4.003 -3.956
C -1.863 2.786 -3.702
C -2.813 -0.735 -2.009
C -3.472 -0.923 -0.803
C -4.636 -1.676 -0.764
C -5.139 -2.234 -1.929
C -4.485 -2.032 -3.134
C -3.320 -1.283 -3.178
H -2.567 2.524 -0.387
H -3.659 4.677 -0.859
H -3.607 5.625 -3.135
H -2.456 4.419 -4.954
H -1.367 2.257 -4.504
H -3.100 -0.478 0.113
H -5.147 -1.818 0.178
H -6.045 -2.823 -1.898
H -4.881 -2.462 -4.042
H -2.811 -1.143 -4.122
*
```

Record 4
ORCA calculation (ωB97M-V/def2-TZVPD) on C30H27F3IrN4O6Si as an isolated structure.

Values from the calculation:
Energy relative to the best compared isomer or geometry (same formula, charge and spin) (kcal/mol): 17.2
E_tot (eV): -68660.3803
Frontier orbital gap (spin up / spin down) (eV): 5.576 / 4.591

ORCA input file:
```
! RIJCOSX wB97M-V def2-TZVPD def2/J DEFGRID3
* xyz 0 6
Ir 0.064 -0.191 -0.183
O 1.259 0.483 8.051
C 0.280 0.339 7.125
O -0.867 0.331 7.472
C 0.711 0.187 5.707
C -0.209 -0.346 4.802
C 0.114 -0.502 3.474
C 1.375 -0.112 2.988
C 2.290 0.440 3.898
C 1.961 0.577 5.234
N 1.619 -0.184 1.629
C 2.856 -0.181 1.141
C 3.050 -0.114 -0.244
C 4.335 -0.156 -0.845
C 4.466 -0.065 -2.196
C 3.308 0.073 -2.994
C 2.090 0.094 -2.372
N 1.936 0.003 -1.038
H 2.120 0.349 7.644
H -1.183 -0.639 5.171
H -0.597 -0.933 2.784
H 3.244 0.811 3.548
H 2.685 1.051 5.888
H 3.724 -0.274 1.783
H 5.196 -0.268 -0.201
H 5.445 -0.104 -2.656
H 3.364 0.154 -4.069
H 1.175 0.186 -2.943
O -3.695 3.949 4.341
C -2.486 3.862 4.587
O -1.667 4.254 5.386
C -1.826 2.973 3.349
C -0.473 3.140 3.118
C 0.084 2.391 2.097
N -0.623 1.533 1.364
C -1.916 1.369 1.624
C -2.583 2.094 2.605
C -2.651 0.304 0.825
O -3.857 0.365 0.721
O -1.887 -0.619 0.340
H 0.124 3.802 3.726
H 1.143 2.455 1.881
H -3.639 1.940 2.761
C -1.431 4.050 -0.508
Si -0.288 3.019 -1.587
C 1.495 3.079 -1.037
C -0.352 3.605 -3.372
N -0.817 1.290 -1.568
C -1.891 0.906 -2.284
C -2.914 1.808 -2.699
C -4.043 1.379 -3.347
C -4.207 0.027 -3.657
C -3.224 -0.889 -3.315
C -2.109 -0.452 -2.647
F -1.142 -1.348 -2.389
H -1.705 4.966 -1.034
H -0.947 4.337 0.426
H -2.351 3.523 -0.252
H 1.709 4.049 -0.585
H 2.151 2.960 -1.901
H 1.756 2.299 -0.325
H 0.474 4.294 -3.552
H -1.277 4.126 -3.618
H -0.243 2.775 -4.073
H -2.822 2.850 -2.434
H -4.815 2.089 -3.605
H -5.097 -0.310 -4.169
H -3.309 -1.939 -3.557
F 0.288 -2.667 1.384
C 0.310 -2.238 0.100
F 1.470 -2.720 -0.431
H -0.519 -2.736 -0.413
*
```

Record 5
ORCA calculation (ωB97M-V/def2-TZVPD) on C30H27N6O4S4Ti as an isolated structure.

Values from the calculation:
Energy relative to the best compared isomer or geometry (same formula, charge and spin) (kcal/mol): 11.5
E_tot (eV): -115141.8959
Frontier orbital gap (spin up / spin down) (eV): 5.133 / 6.785

ORCA input file:
```
! RIJCOSX wB97M-V def2-TZVPD def2/J DEFGRID3
* xyz -1 3
Ti -0.331 -0.123 -0.104
O -1.809 2.704 4.462
C -0.587 3.178 4.157
C -0.039 4.157 4.985
C 1.208 4.689 4.710
C 1.935 4.256 3.606
C 1.397 3.281 2.784
C 0.143 2.728 3.043
C -0.382 1.688 2.139
O 0.343 1.292 1.147
N -1.565 1.171 2.358
N -1.803 0.237 1.394
C -2.971 -0.383 1.395
C -3.255 -1.157 0.264
C -4.453 -1.901 0.102
C -4.689 -2.565 -1.066
C -3.730 -2.493 -2.101
C -2.582 -1.768 -1.876
N -2.303 -1.127 -0.733
H -2.050 2.046 3.758
H -0.619 4.488 5.837
H 1.615 5.452 5.363
H 2.909 4.674 3.388
H 1.935 2.923 1.915
H -3.680 -0.235 2.201
H -5.168 -1.915 0.915
H -5.603 -3.131 -1.199
H -3.879 -2.984 -3.052
H -1.823 -1.696 -2.643
C 0.806 -2.791 3.076
C 0.252 -2.788 1.685
O 0.100 -1.752 1.052
N -0.098 -3.960 1.136
C -0.665 -4.013 -0.208
C 0.332 -3.735 -1.312
C 1.044 -4.790 -1.867
C 1.980 -4.534 -2.853
C 2.166 -3.226 -3.255
C 1.402 -2.236 -2.658
N 0.496 -2.471 -1.712
H 0.746 -1.781 3.473
H 1.857 -3.077 3.018
H 0.263 -3.483 3.721
H 0.154 -4.809 1.610
H -1.478 -3.294 -0.261
H -1.082 -5.011 -0.340
H 0.868 -5.799 -1.514
H 2.557 -5.339 -3.290
H 2.896 -2.959 -4.008
H 1.537 -1.201 -2.946
S 3.070 -2.472 0.304
C 3.015 -0.863 -0.257
N 2.021 -0.003 -0.454
C 2.513 1.241 -0.897
C 1.766 2.400 -1.136
C 2.400 3.546 -1.580
C 3.777 3.582 -1.798
C 4.537 2.454 -1.557
C 3.897 1.304 -1.106
S 4.597 -0.217 -0.678
H 0.704 2.428 -0.957
H 1.802 4.433 -1.753
H 4.250 4.492 -2.145
H 5.610 2.459 -1.704
C -2.918 3.306 -3.568
O -1.962 2.251 -3.625
C -1.517 1.741 -2.466
S -2.032 2.264 -0.973
S -0.361 0.517 -2.643
H -3.120 3.564 -4.605
H -2.515 4.163 -3.028
H -3.828 2.975 -3.068
*
```

Record 6
ORCA calculation (ωB97M-V/def2-TZVPD) on C30H28AsBrN4O3SbSe4V as an isolated structure.

Values from the calculation:
Energy relative to the best compared isomer or geometry (same formula, charge and spin) (kcal/mol): 92.1
E_tot (eV): -468152.3688
Frontier orbital gap (spin up / spin down) (eV): 4.749 / 4.768

ORCA input file:
```
! RIJCOSX wB97M-V def2-TZVPD def2/J DEFGRID3
* xyz -2 3
V 1.243 -12.389 -10.702
Br -0.848 -13.666 -4.466
C -0.678 -13.083 -6.399
C -1.774 -12.175 -6.737
C -2.060 -11.755 -7.973
C -1.328 -11.970 -9.190
O -1.876 -11.601 -10.241
C 0.028 -12.800 -9.171
C 2.464 -10.672 -9.513
N 2.682 -11.102 -10.748
C 3.971 -11.388 -11.303
C 5.119 -11.396 -10.546
C 6.370 -11.828 -11.053
C 6.518 -12.179 -12.364
C 5.388 -12.161 -13.246
C 5.475 -12.502 -14.624
C 4.390 -12.262 -15.444
C 3.338 -11.520 -14.902
N 3.214 -11.218 -13.606
C 4.092 -11.691 -12.732
C 0.673 -13.431 -7.927
H -2.350 -11.800 -5.856
H -3.023 -11.228 -8.141
H 3.325 -10.558 -8.834
H 5.072 -11.167 -9.473
H 7.211 -11.896 -10.351
H 7.490 -12.466 -12.750
H 6.381 -12.945 -15.007
H 4.337 -12.697 -16.442
H 2.515 -11.167 -15.543
H 1.679 -13.944 -8.230
Se 2.278 -17.780 -14.104
Sb 3.314 -15.623 -14.229
Se 3.219 -14.674 -9.220
Se 2.542 -14.327 -11.800
Se 4.625 -15.852 -16.152
C -1.977 -13.800 -12.393
As -0.464 -12.566 -12.631
C -0.915 -10.693 -12.948
C 0.267 -13.370 -14.330
C -0.735 -12.998 -15.388
C -0.608 -11.789 -16.099
C -1.560 -11.463 -17.058
C -2.627 -12.331 -17.307
C -2.721 -13.556 -16.639
C -1.781 -13.910 -15.686
H -2.493 -13.993 -13.331
H -2.625 -13.375 -11.605
H -1.513 -14.725 -12.014
H -1.315 -10.510 -13.942
H -0.021 -10.076 -12.761
H -1.674 -10.454 -12.184
H 0.308 -14.493 -14.138
H 1.271 -12.950 -14.453
H 0.240 -11.134 -15.865
H -1.471 -10.556 -17.669
H -3.390 -12.061 -18.035
H -3.528 -14.244 -16.925
H -1.806 -14.905 -15.196
C 1.081 -10.053 -6.621
N 1.164 -11.262 -7.345
C 0.747 -12.495 -6.754
C -0.423 -14.296 -7.413
C -1.048 -14.693 -8.815
O -1.833 -15.584 -9.096
N -0.247 -14.045 -9.861
C 1.307 -11.203 -8.726
O 1.251 -9.913 -9.282
H 0.918 -10.215 -5.547
H 0.219 -9.440 -6.934
H 1.974 -9.432 -6.778
H 1.446 -12.831 -5.976
H 0.001 -15.180 -6.904
*
```